{
  "formula": "C3H3ClFN",
  "method": "ωB97M-V/def2-TZVPD",
  "de_lowest_kcal_mol": 22.9,
  "lumo_energy_ev": 0.582,
  "orbital_gap_ev": 12.2605,
  "smiles": "N#C[C@@H](Cl)CF",
  "elements": ["C", "C", "C", "H", "H", "H", "N", "F", "Cl"],
  "xyz": [[0.8560, -1.0572, -0.1927], [-0.0767, -0.0536, 0.4033], [0.2472, 1.1855, 0.0385], [0.5436, -2.0455, 0.3314], [0.7884, -1.2969, -1.2734], [-0.0082, -0.2306, 1.5094], [0.4499, 2.2801, -0.1471], [2.0941, -0.6867, 0.0182], [-1.7341, -0.3915, -0.0704]],
  "forces_ev_per_angstrom": [[-2.37, -3.98, -0.84], [-1.08, -4.67, 2.14], [0.60, 3.63, -0.31], [1.06, 1.25, -0.68], [-0.66, 0.67, 0.40], [-0.10, 0.61, -0.86], [0.65, 2.36, -0.72], [2.67, 0.54, 1.03], [-0.77, -0.41, -0.16]]
}

=====

{
  "formula": "C27H45N2O16P4",
  "method": "ωB97M-V/def2-TZVPD",
  "total_charge": 1,
  "lumo_energy_ev": -4.246,
  "orbital_gap_ev": 6.8710,
  "elements": ["C", "C", "C", "C", "C", "C", "C", "C", "C", "C", "C", "C", "C", "C", "C", "C", "N", "C", "O", "N", "P", "O", "O", "O", "C", "H", "H", "H", "H", "H", "H", "H", "H", "H", "H", "H", "H", "H", "H", "H", "H", "H", "H", "C", "O", "P", "O", "O", "C", "O", "C", "H", "H", "H", "H", "H", "H", "H", "H", "H", "C", "O", "P", "O", "O", "C", "O", "C", "H", "H", "H", "H", "H", "H", "H", "H", "H", "C", "O", "P", "O", "O", "C", "O", "C", "H", "H", "H", "H", "H", "H", "H", "H", "H"],
  "xyz": [[-2.7754, -3.4736, 5.1188], [-1.4589, -3.2744, 4.3819], [-0.3483, -2.9662, 5.1607], [0.9047, -2.7779, 4.5890], [1.0167, -2.9335, 3.2172], [-0.0842, -3.2344, 2.4334], [-1.3538, -3.3976, 2.9885], [-2.5011, -3.7260, 2.0471], [-3.7631, -2.9315, 2.3000], [-4.9235, -3.6066, 2.7142], [-6.0970, -2.9115, 2.9898], [-7.2938, -3.6942, 3.4112], [-8.5824, -3.3270, 3.0570], [-9.7064, -4.0673, 3.4032], [-9.4487, -5.2173, 4.1493], [-8.1262, -5.4801, 4.4834], [-7.0551, -4.7820, 4.1500], [-6.0656, -1.5245, 2.8521], [-7.1564, -0.7769, 3.1337], [-4.9507, -0.8946, 2.4472], [-4.8939, 0.8716, 2.2891], [-5.7303, 1.3450, 1.2141], [-5.2869, 1.4252, 3.7401], [-3.3683, 1.2540, 2.0911], [-3.8074, -1.5714, 2.1676], [-3.4879, -2.7049, 4.7898], [-2.6771, -3.3249, 6.1936], [-3.2292, -4.4379, 4.8722], [-0.4565, -2.8513, 6.2344], [1.7458, -2.5466, 5.2307], [2.0020, -2.8085, 2.7799], [0.1124, -3.3349, 1.3687], [-2.7309, -4.7957, 2.0412], [-2.1757, -3.4863, 1.0279], [-4.8771, -4.6833, 2.8340], [-8.7189, -2.4368, 2.4521], [-10.7062, -3.7807, 3.1069], [-10.2575, -5.8682, 4.4557], [-7.9461, -6.3676, 5.0888], [-7.2712, -0.8237, 4.0961], [-4.9314, 0.8152, 4.4063], [-3.0225, 1.7081, 2.8752], [-2.9090, -1.0612, 1.8405], [-1.5934, 1.8948, -0.6602], [-0.6360, 1.5152, 0.3508], [0.5325, 0.3520, 0.0246], [1.3436, 0.7006, 1.2377], [1.0294, 1.0893, -1.3323], [1.7765, 2.3091, -1.2431], [1.3600, -1.0426, -0.3547], [2.7793, -1.0089, -0.2267], [-2.5858, 1.9293, -0.2145], [-1.3384, 2.8955, -1.0104], [-1.5965, 1.2138, -1.5078], [1.8385, 2.6859, -0.2227], [1.2960, 3.0619, -1.8681], [2.7804, 2.1366, -1.6283], [3.0644, -1.1092, 0.8183], [3.2013, -0.0950, -0.6417], [3.1670, -1.8608, -0.7850], [6.3853, 5.6697, -5.3522], [5.4142, 5.0881, -4.4575], [5.6206, 5.1691, -2.7964], [4.2154, 4.7087, -2.5395], [5.8044, 6.7878, -2.8203], [4.6790, 7.6187, -3.0943], [6.1588, 5.0658, -1.2337], [5.2629, 5.4718, -0.2097], [6.5990, 4.9618, -6.1511], [5.9460, 6.5648, -5.7941], [7.3088, 5.9398, -4.8472], [3.7996, 7.0399, -3.3769], [4.9309, 8.2998, -3.9087], [4.4572, 8.2102, -2.2063], [4.5304, 4.6904, -0.0185], [4.7575, 6.4040, -0.4601], [5.8606, 5.6251, 0.6883], [3.8329, -2.5893, -6.4565], [4.7493, -2.2135, -5.4103], [5.3114, -0.6609, -5.3067], [5.9124, -0.6981, -3.9494], [3.8082, -0.0222, -5.3507], [3.0112, -0.0195, -4.1694], [5.9634, 0.6726, -5.9937], [6.0983, 1.8078, -5.1515], [4.1623, -3.5314, -6.8907], [2.8503, -2.7404, -6.0082], [3.7557, -1.8354, -7.2353], [3.4815, -0.5707, -3.3543], [2.0446, -0.4752, -4.3919], [2.8427, 1.0129, -3.8614], [6.9683, 1.6985, -4.5048], [5.2035, 1.9706, -4.5514], [6.2480, 2.6730, -5.7954]],
  "forces_ev_per_angstrom": [[-0.11, 0.54, -0.68], [-0.72, -0.13, 0.62], [0.34, 0.19, -0.22], [-0.64, -0.25, 0.06], [0.70, 0.17, 0.31], [0.30, 0.11, -0.13], [0.63, 0.07, 0.01], [0.11, 0.41, -0.16], [-0.31, -0.96, 0.21], [0.25, 0.70, -0.16], [0.38, -0.54, -0.28], [-0.50, 0.13, 0.36], [-0.44, 1.05, -0.86], [0.90, -0.79, 0.51], [-0.31, 0.91, -0.51], [-0.16, -1.35, 0.78], [-0.04, 0.38, -0.34], [-0.87, -0.79, 0.21], [0.93, 0.35, 0.12], [0.97, 0.72, 0.08], [-0.71, 2.04, -0.35], [-0.28, -0.46, -0.19], [0.54, -1.18, -0.35], [-0.39, -0.77, 0.65], [0.37, -0.98, -0.19], [-0.01, -0.14, 0.14], [0.14, -0.37, -0.07], [0.04, 0.00, 0.31], [-0.11, -0.10, -0.08], [0.07, 0.03, -0.22], [-0.21, -0.03, -0.22], [-0.36, -0.01, 0.02], [-0.07, 0.10, 0.15], [0.07, -0.13, 0.12], [-0.24, 0.08, 0.03], [0.00, -0.08, 0.06], [0.09, 0.06, -0.04], [0.20, -0.07, 0.10], [0.16, 0.13, -0.08], [-0.55, 0.09, -0.08], [-0.12, 0.43, 0.41], [0.37, 0.00, -0.18], [-0.34, 0.47, 0.12], [-0.17, 0.30, 0.05], [-1.74, -2.70, -1.17], [7.05, 4.38, 1.92], [-0.97, -0.39, 0.28], [-0.41, -0.87, -0.32], [-0.21, 0.69, -0.09], [-3.77, -1.30, -0.88], [0.50, 0.08, 0.18], [0.04, -0.07, 0.01], [0.08, -0.06, -0.02], [0.04, 0.06, -0.05], [-0.05, -0.18, 0.05], [0.03, -0.03, -0.02], [-0.02, -0.08, 0.01], [-0.07, 0.17, 0.01], [-0.07, 0.04, 0.04], [-0.22, -0.01, -0.09], [-0.12, 0.04, -0.31], [3.27, -1.13, 0.52], [-7.40, 3.23, 1.86], [0.43, -0.69, -0.17], [0.83, -0.28, 0.41], [-0.14, 0.19, -0.58], [3.26, -1.27, -1.91], [-0.45, 0.02, 0.30], [0.01, -0.05, 0.07], [0.00, 0.00, 0.08], [0.00, 0.05, -0.02], [0.06, -0.11, 0.07], [0.02, -0.01, 0.02], [0.06, -0.07, 0.05], [-0.05, 0.05, -0.13], [0.00, -0.04, -0.09], [0.19, -0.03, -0.15], [-0.16, -0.27, -0.01], [1.67, 0.91, -2.42], [-2.39, 1.99, 5.58], [0.30, -0.34, -0.73], [0.28, 0.35, -0.30], [-0.31, -0.31, 0.05], [0.26, -2.53, -2.46], [0.15, 0.40, 0.51], [0.11, 0.05, 0.02], [0.04, 0.09, 0.02], [-0.04, 0.01, 0.01], [0.10, 0.03, -0.05], [0.01, 0.01, -0.01], [0.06, 0.00, -0.02], [-0.09, -0.13, 0.07], [0.00, -0.05, -0.01], [-0.09, -0.19, -0.19]]
}

=====

{
  "formula": "C2H7N4O",
  "method": "ωB97M-V/def2-TZVPD",
  "total_charge": 1,
  "de_lowest_kcal_mol": 113.8,
  "lumo_energy_ev": -4.440,
  "orbital_gap_ev": 10.5523,
  "elements": ["C", "C", "N", "N", "N", "N", "O", "H", "H", "H", "H", "H", "H", "H"],
  "xyz": [[-1.7014, 0.8887, -0.2276], [0.4760, -0.2751, 0.8367], [-1.1245, 1.8775, -0.2103], [1.2479, 0.4192, 0.1077], [2.0379, -0.1229, -0.8829], [-2.3502, -0.1690, -0.2154], [1.4336, 1.7011, 0.3255], [-0.3138, 0.1528, 1.4142], [0.2282, -1.3999, 0.7901], [0.3879, 2.1305, 0.1326], [2.2518, -1.1195, -0.6891], [2.8597, 0.3900, -1.0306], [-2.8734, -0.4215, -1.0633], [-2.6567, -0.4984, 0.6773]],
  "forces_ev_per_angstrom": [[1.36, 3.67, -0.37], [-1.96, -2.91, 0.16], [1.22, 1.46, 0.14], [1.26, -1.65, 0.54], [-1.23, -1.83, 0.40], [-2.73, -4.08, -0.99], [-2.34, 1.81, -0.87], [0.73, 1.05, 0.81], [1.46, 1.76, -0.74], [1.65, -0.93, 0.16], [-0.33, 0.93, -0.17], [1.24, 1.22, -0.03], [0.23, -0.11, 0.74], [-0.56, -0.41, 0.22]]
}

=====

{
  "formula": "C8H22N2O2Rb",
  "method": "ωB97M-V/def2-TZVPD",
  "total_charge": 1,
  "de_lowest_kcal_mol": 58.0,
  "lumo_energy_ev": -3.936,
  "orbital_gap_ev": 7.4835,
  "elements": ["Rb", "C", "C", "C", "O", "C", "N", "H", "H", "H", "H", "H", "H", "H", "H", "H", "H", "H", "C", "C", "C", "O", "C", "N", "H", "H", "H", "H", "H", "H", "H", "H", "H", "H", "H"],
  "xyz": [[-1.8623, -2.3840, 0.6940], [-1.3681, 0.6563, -4.4534], [-1.9278, 1.7326, -3.4852], [-1.6767, 3.1570, -4.0424], [-2.3135, 4.1785, -3.3134], [-3.6021, 4.5718, -3.8187], [-3.3516, 1.3541, -3.3633], [-1.2602, -0.2960, -3.9341], [-0.3980, 0.9696, -4.8392], [-1.9941, 0.5341, -5.3373], [-1.4640, 1.8121, -2.5021], [-1.9269, 3.2053, -5.1022], [-0.6252, 3.4432, -4.0186], [-4.5094, 4.2148, -3.3315], [-3.7577, 4.1426, -4.8084], [-3.6322, 5.6553, -3.9344], [-3.7378, 2.1313, -2.8466], [-3.8345, 1.4802, -4.2413], [4.2388, -2.4565, 2.6583], [2.7662, -2.3817, 2.9390], [2.4792, -2.4556, 4.4522], [1.1286, -2.8995, 4.6247], [0.8529, -3.0681, 5.9946], [2.2818, -1.1375, 2.3114], [4.3281, -2.4729, 1.5721], [4.7267, -3.3116, 3.1262], [4.6401, -1.5004, 2.9943], [2.4319, -3.3027, 2.4614], [2.6433, -1.4753, 4.8995], [3.0757, -3.1459, 5.0487], [1.5064, -3.8201, 6.4369], [-0.1583, -3.4471, 6.1427], [0.9771, -2.1981, 6.6394], [2.8361, -1.1353, 1.4671], [2.4875, -0.3504, 2.9099]],
  "forces_ev_per_angstrom": [[0.16, 0.10, 0.10], [0.95, 0.86, 0.69], [-0.24, -0.10, -1.87], [0.16, -0.16, -0.31], [-1.46, 0.07, 0.14], [0.31, -0.15, -1.03], [0.20, 1.20, 1.07], [-0.06, -0.03, -0.17], [0.24, -0.17, 0.09], [-0.28, 0.04, 0.23], [-0.06, -0.85, 0.19], [-0.40, -0.01, -0.24], [0.28, -0.49, 0.24], [0.34, 0.02, 1.04], [0.33, 0.14, -0.39], [0.01, -0.04, 0.29], [-0.53, -0.03, 0.70], [0.24, -0.33, -0.61], [0.44, 0.55, 0.23], [0.68, -0.48, 1.19], [-1.00, -0.27, -0.75], [0.05, 0.75, 0.26], [-0.23, -0.73, 0.63], [-1.06, -1.51, -0.08], [0.47, -0.26, -0.02], [0.15, 0.10, -0.15], [0.67, -0.17, 0.13], [-1.16, 0.21, 0.00], [-0.16, 0.36, 0.10], [0.63, -0.21, -0.53], [0.27, -0.27, -0.07], [-0.07, 0.15, -0.34], [0.00, 0.55, -0.40], [-0.13, 1.02, -0.19], [0.26, 0.14, -0.18]]
}